# 1
Here is a cluster of 2 separate species, C7H9NO2 in total from the OMol25 dataset. Energies are from ωB97M-V with the def2-TZVPD basis set.

- M: 139.2 g mol⁻¹
- Electronic energy: -477.24046 Ha
- Relative energy (zero: lowest compared OMol25 entry of this formula, charge and spin): 95.0 kcal per mole
- SMILES: c1ccncc1.CC(=O)O
- E_LUMO: 0.649 eV
- 2S+1: 1
- HOMO energy: -8.98 eV

Geometry (Å):
C  -0.96301  1.09452  0.98698
C  -0.58404  -0.13092  1.53566
C  -0.76502  -1.29254  0.61147
N  -1.46384  -1.23228  -0.39407
C  -1.77192  -0.05152  -0.94230
C  -1.53742  1.13211  -0.29300
H  -0.44844  2.04511  1.49106
H  -0.16043  -0.30154  2.65981
H  -0.65044  -2.31981  0.97082
H  -2.22649  -0.06076  -1.85106
H  -1.77255  2.03915  -0.86532
C  1.23657  1.49817  -0.40102
C  1.45710  -0.02649  -0.35818
O  0.82335  -0.87645  -0.98531
O  2.54421  -0.42818  0.34090
H  0.18015  1.52004  -0.80121
H  1.53246  2.26028  0.59246
H  1.83145  1.97430  -1.31963
H  2.58710  -1.43385  0.19916

***

# 2
Here is an isolated molecule of C21H20FN3O3S2 from the OMol25 dataset. Energies are from ωB97M-V with the def2-TZVPD basis set.

- M: 445.5 g mol⁻¹
- Electronic energy: -2098.45411 Ha
- Relative energy (zero: lowest compared OMol25 entry of this formula, charge and spin): 1.8 kcal per mole
- SMILES: CN(C(=O)CSc1nnc(-c2ccc(F)cc2)c2ccccc12)[C@@H]1CCS(=O)(=O)C1
- E_LUMO: -0.435 eV
- 2S+1: 1
- HOMO energy: -8.65 eV

Geometry (Å):
C  -2.15298  -0.44835  -0.28205
N  -3.20383  0.17859  -1.05318
C  -2.98533  1.16118  -1.96303
O  -3.89334  1.68257  -2.58487
C  -1.55661  1.59616  -2.21173
S  -0.81909  2.44020  -0.77377
C  0.63987  1.49868  -0.52553
N  0.81300  0.43382  -1.26504
N  1.90637  -0.29040  -1.17235
C  2.85568  0.00669  -0.32192
C  4.04878  -0.84837  -0.37809
C  5.32848  -0.29778  -0.40313
C  6.44089  -1.11445  -0.48031
C  6.25955  -2.48502  -0.53202
F  7.34316  -3.28423  -0.59583
C  4.99955  -3.05730  -0.52944
C  3.89532  -2.23076  -0.46025
C  2.72833  1.09238  0.60592
C  3.63522  1.36960  1.64345
C  3.42027  2.43544  2.47843
C  2.29612  3.25557  2.32022
C  1.37339  2.98512  1.34402
C  1.56886  1.89615  0.48178
C  -4.59149  -0.18348  -0.81027
C  -5.11560  0.32284  0.55282
C  -4.72004  -0.62987  1.65920
S  -4.78898  -2.26865  0.84971
O  -3.56943  -2.99409  1.09738
O  -6.02060  -2.93037  1.17141
C  -4.84142  -1.67789  -0.88408
H  -1.86076  0.17762  0.56681
H  -2.48641  -1.41208  0.09462
H  -1.27008  -0.61910  -0.89757
H  -0.88583  0.76943  -2.44891
H  -1.57451  2.32168  -3.02524
H  5.45516  0.77475  -0.39405
H  7.43784  -0.70370  -0.50592
H  4.89738  -4.12937  -0.58448
H  2.90027  -2.64640  -0.46502
H  4.48964  0.72597  1.78452
H  4.12113  2.64621  3.27246
H  2.15258  4.09451  2.98423
H  0.48724  3.58993  1.22369
H  -5.14473  0.33721  -1.60231
H  -4.74193  1.33204  0.73045
H  -6.20390  0.37051  0.49223
H  -3.70883  -0.48536  2.02287
H  -5.42151  -0.64071  2.48592
H  -5.83864  -1.90259  -1.24791
H  -4.09823  -2.21453  -1.46385

***

# 3
Here is a structure of composition C25H19ClHfN5OSSbSe4 from the OMol25 dataset. Energies are from ωB97M-V with the def2-TZVPD basis set.

- M: 1089.1 g mol⁻¹
- Electronic energy: -12065.63621 Ha
- Relative energy (zero: lowest compared OMol25 entry of this formula, charge and spin): 49.4 kcal per mole
- E_LUMO: -1.864 eV
- 2S+1: 1
- HOMO energy: -6.41 eV

Geometry (Å):
Hf  -0.11794  -0.26776  0.74844
Cl  -6.82591  0.76743  1.00474
C  -5.22800  0.12439  1.20005
C  -4.97885  -1.21236  0.89362
C  -3.71483  -1.72528  1.05253
C  -2.65457  -0.92756  1.49315
O  -1.45576  -1.52845  1.62972
C  -2.89996  0.45485  1.81299
C  -1.89792  1.40358  2.34367
N  -0.64485  1.14139  2.30099
C  0.53696  1.80973  2.75328
C  0.63263  3.12162  3.09261
C  1.90766  3.68445  3.36064
C  3.03131  2.92175  3.26544
C  2.94898  1.53380  2.96527
C  4.07776  0.69882  2.83141
C  3.90436  -0.63956  2.62740
C  2.60326  -1.13740  2.49542
N  1.52168  -0.38603  2.51883
C  1.69466  0.95588  2.75170
C  -4.21775  0.92181  1.66802
H  -5.78949  -1.83916  0.54613
H  -3.50237  -2.76389  0.84003
H  -2.26241  2.32395  2.80304
H  -0.24653  3.75393  3.11281
H  1.97932  4.73234  3.61665
H  4.00876  3.36237  3.41635
H  5.07301  1.12350  2.87058
H  4.74605  -1.29819  2.48304
H  2.45320  -2.19203  2.30111
H  -4.43750  1.95160  1.92510
C  0.04373  2.96145  -3.11189
N  -0.04884  1.51790  -3.29497
C  0.53662  0.82426  -4.34175
C  0.31970  -0.48154  -4.12295
N  -0.41434  -0.57595  -2.94231
C  -0.60554  0.66338  -2.44389
S  -1.48935  1.08007  -1.02706
C  -0.67047  -1.83144  -2.32812
C  -1.15294  -2.83299  -3.15570
C  -1.26437  -4.11326  -2.65308
C  -0.87633  -4.34812  -1.34361
C  -0.46376  -3.27495  -0.58273
N  -0.37342  -2.01934  -1.04245
H  0.93192  3.29147  -3.64268
H  0.16985  3.16749  -2.05239
H  -0.85644  3.44498  -3.48714
H  1.12768  1.32039  -5.08682
H  0.69154  -1.35049  -4.62917
H  -1.41430  -2.59589  -4.17676
H  -1.64468  -4.91327  -3.27391
H  -0.89752  -5.33879  -0.91306
H  -0.18616  -3.42332  0.45246
Se  2.79240  -2.40720  -3.08720
Sb  3.96987  -0.49880  -2.16963
Se  1.88299  0.09080  -0.48636
Se  5.62313  -0.85543  -0.46157
Se  4.02409  1.62907  -3.32002

***

# 4
Here is an isolated molecule of C2H3NS3 from the OMol25 dataset. Energies are from ωB97M-V with the def2-TZVPD basis set.

- M: 137.3 g mol⁻¹
- Electronic energy: -1327.18679 Ha
- Relative energy (zero: lowest compared OMol25 entry of this formula, charge and spin): 81.5 kcal per mole
- SMILES: S=CS/C=N\S
- E_LUMO: -0.826 eV
- 2S+1: 1
- HOMO energy: -8.92 eV

Geometry (Å):
S  3.24130  -1.01023  -0.29034
C  1.96828  -0.03378  0.32198
S  0.89641  0.70070  -0.88610
C  -0.63338  0.96722  -0.00253
N  -1.50496  0.13908  0.23189
S  -1.58323  -1.37316  -0.41735
H  1.72058  0.04132  1.58724
H  -0.91190  2.06113  0.26629
H  -3.19311  -1.49227  -0.81108

***

# 5
Here is a structure of composition C3H5N2S from the OMol25 dataset. Energies are from ωB97M-V with the def2-TZVPD basis set.

- M: 101.2 g mol⁻¹
- Electronic energy: -624.57591 Ha
- Total charge: +1
- Relative energy (zero: lowest compared OMol25 entry of this formula, charge and spin): 108.1 kcal per mole
- E_LUMO (alpha / beta): -6.558 / -6.581 eV
- 2S+1: 1
- HOMO energy (alpha / beta): -12.16 / -12.12 eV

Geometry (Å):
C  0.36003  1.29271  -0.18371
C  0.44853  -0.86800  -0.21583
C  -0.89238  -0.51741  0.34573
N  -0.86983  0.87491  0.05240
N  1.12191  0.18534  -0.44170
S  1.49206  -2.99779  -0.34577
H  0.48966  2.36484  -0.38316
H  -1.71273  -1.28823  -0.03255
H  -0.94440  -0.73068  1.42134
H  -1.65604  1.51943  0.22560
H  2.16320  0.16489  -0.44235

***

# 6
Here is an isolated molecule of C5H12NO3P from the OMol25 dataset. Energies are from ωB97M-V with the def2-TZVPD basis set.

- M: 165.1 g mol⁻¹
- Electronic energy: -819.47608 Ha
- Relative energy (zero: lowest compared OMol25 entry of this formula, charge and spin): 61.3 kcal per mole
- E_LUMO (alpha / beta): 0.153 / 0.191 eV
- 2S+1: 1
- HOMO energy (alpha / beta): -7.47 / -8.53 eV

Geometry (Å):
C  2.59759  1.79344  -0.28683
C  0.77983  0.50153  1.01524
C  -2.65351  0.53906  -0.14586
C  -1.29049  -1.63071  -0.01145
C  -1.31057  -0.10478  -0.13043
N  -0.54899  0.37892  0.97995
O  2.28373  -1.91089  0.65301
O  1.57425  -0.57838  -1.44699
O  3.17342  0.49520  0.13583
P  1.92864  -0.54441  0.18126
H  2.22279  1.62942  -1.30377
H  3.14699  2.60414  -0.02237
H  1.26204  1.31411  1.50610
H  -3.21971  0.40540  -1.04099
H  -3.36744  0.15498  0.56860
H  -2.50469  1.55899  -0.05162
H  -1.19778  -1.95858  1.01885
H  -0.33241  -2.14217  -0.43222
H  -2.14192  -2.01666  -0.40237
H  -0.72188  0.21685  -1.06228
H  -1.03562  0.76732  1.77494
H  1.35576  -1.47278  -1.49659